# 1
{"formula": "C3H4F2O", "method": "ωB97M-V/def2-TZVPD", "total_charge": 0, "lumo_ev": 0.9, "smiles": "O=CCC(F)F", "e_above_lowest_kcal_mol": 9.35, "homo_energy_ev": -10.3403, "fmax_ev_per_a": 2.50, "total_energy_ha": -391.65788, "species": ["O", "C", "C", "C", "F", "F", "H", "H", "H", "H"], "coordinates": [[-1.823, -1.005, 0.206], [-1.390, 0.058, -0.230], [-0.003, 0.604, -0.094], [1.025, -0.507, 0.299], [2.315, -0.075, -0.036], [0.818, -1.572, -0.421], [-2.025, 0.743, -0.825], [0.298, 1.224, -0.948], [-0.157, 1.365, 0.656], [0.943, -0.835, 1.392]], "atomic_forces_ev_per_a": [[0.9612, 2.1132, -0.5797], [-0.9734, -1.6585, -0.2573], [0.5511, -0.8347, 0.4186], [0.1191, 1.9950, 1.4977], [-0.9415, -0.0719, 0.7924], [-0.3252, -1.7535, -1.3721], [-0.3339, -0.1498, 0.2023], [0.0214, -0.6725, -0.2147], [0.4086, 0.2135, 0.8283], [0.5127, 0.8193, -1.3154]]}

---

# 2
{"formula": "C2H7OS", "method": "ωB97M-V/def2-TZVPD", "total_charge": -1, "lumo_ev": 3.0, "e_above_lowest_kcal_mol": 78.27, "homo_energy_ev": -1.1127, "fmax_ev_per_a": 3.58, "total_energy_ha": -553.73922, "species": ["O", "H", "C", "S", "C", "H", "H", "H", "H", "H", "H"], "coordinates": [[-2.139, -4.423, 1.377], [-1.162, -4.603, 1.197], [0.731, 3.119, -0.499], [1.608, 1.908, 0.263], [0.680, 0.340, -0.563], [-0.239, 3.440, -0.335], [0.975, 3.500, -1.402], [-2.182, -3.573, 1.926], [-0.350, 0.526, -0.502], [1.245, 0.234, -1.522], [0.833, -0.468, 0.059]], "atomic_forces_ev_per_a": [[1.5945, 1.1748, 0.7921], [-1.9935, 0.6801, 0.4878], [1.0050, 0.0296, 1.7638], [-1.7602, -0.9471, -0.7952], [2.9555, 1.5467, -0.4544], [-2.0563, 0.0599, 1.4518], [1.6456, 0.8208, -3.0709], [0.4021, -1.8363, -1.2963], [-1.3077, 0.7966, -0.7239], [-1.2409, -0.0103, 0.5015], [0.7560, -2.3147, 1.3436]]}

---

# 3
{"formula": "C25H56N2O2OsP2S", "method": "ωB97M-V/def2-TZVPD", "total_charge": 4, "lumo_ev": [-12.5, -17.4], "e_above_lowest_kcal_mol": 0.00, "homo_energy_ev": [-19.9471, -21.0039], "fmax_ev_per_a": 7.12, "total_energy_ha": -2416.04039, "s_squared": 6.034, "multiplicity": 5, "species": ["Os", "C", "O", "C", "O", "P", "C", "H", "C", "H", "C", "H", "C", "P", "H", "H", "C", "H", "C", "H", "H", "H", "C", "H", "H", "H", "C", "H", "H", "H", "C", "H", "H", "H", "C", "H", "H", "H", "C", "H", "H", "H", "C", "H", "H", "H", "C", "H", "C", "H", "H", "C", "H", "H", "H", "C", "H", "H", "H", "C", "H", "H", "H", "C", "H", "H", "H", "H", "H", "C", "C", "N", "C", "S", "N", "C", "C", "H", "H", "H", "H", "H", "H", "H", "H", "H", "H", "H", "H"], "coordinates": [[0.060, -0.176, -0.715], [1.846, -0.381, -1.371], [2.941, -0.500, -1.766], [-1.788, 0.096, -0.340], [-2.923, 0.284, -0.112], [0.066, 1.986, -1.775], [-0.299, 1.992, -3.609], [-0.275, 3.057, -3.885], [-1.241, 3.173, -1.174], [-2.161, 2.566, -1.253], [1.710, 2.867, -1.736], [2.368, 2.136, -2.242], [1.536, -3.409, 0.252], [0.039, -2.484, -0.354], [-0.713, -4.079, -2.012], [2.274, -3.228, -0.549], [-1.452, -3.355, 0.382], [-1.181, -4.424, 0.378], [-1.030, 3.511, 0.301], [-1.950, 3.968, 0.696], [-0.218, 4.235, 0.449], [-0.822, 2.615, 0.904], [-1.462, 4.449, -1.999], [-0.626, 5.150, -1.913], [-2.351, 4.955, -1.597], [-1.658, 4.253, -3.058], [1.781, 4.186, -2.512], [1.360, 4.132, -3.522], [2.842, 4.451, -2.620], [1.304, 5.008, -1.964], [2.250, 3.071, -0.321], [3.316, 3.336, -0.389], [2.170, 2.162, 0.290], [1.738, 3.885, 0.207], [0.790, 1.284, -4.418], [1.753, 1.809, -4.366], [0.484, 1.243, -5.473], [0.943, 0.251, -4.076], [-1.697, 1.462, -3.933], [-1.823, 0.420, -3.609], [-1.841, 1.493, -5.023], [-2.489, 2.066, -3.472], [1.276, -4.921, 0.350], [0.863, -5.355, -0.570], [0.602, -5.156, 1.185], [2.233, -5.422, 0.552], [2.148, -2.883, 1.547], [1.445, -2.932, 2.389], [-0.887, -2.084, -2.853], [2.495, -1.848, 1.440], [3.019, -3.507, 1.798], [1.230, -3.520, -2.766], [-0.710, -1.054, -2.417], [-0.556, -2.031, -3.892], [-1.969, -2.255, -2.834], [-0.108, -3.161, -2.098], [1.042, -3.712, -3.833], [1.676, -4.425, -2.333], [1.961, -2.699, -2.693], [-2.755, -3.209, -0.413], [-3.062, -2.159, -0.495], [-3.541, -3.750, 0.132], [-2.689, -3.647, -1.415], [-1.628, -2.896, 1.828], [-1.751, -1.803, 1.880], [-0.782, -3.191, 2.464], [-2.535, -3.355, 2.246], [-0.086, -1.771, -5.762], [-0.168, -1.063, -5.995], [-0.137, -1.298, 6.179], [0.758, -0.604, 5.180], [0.104, -0.580, 3.825], [0.260, 0.502, 3.004], [1.111, 0.364, 1.500], [-0.163, 1.699, 3.405], [-0.925, 1.984, 4.639], [-0.229, 3.046, 5.469], [-1.154, -0.896, 6.175], [0.268, -1.170, 7.185], [-0.186, -2.371, 5.974], [0.995, 0.424, 5.479], [1.709, -1.151, 5.078], [0.277, -1.463, 3.342], [0.126, 2.492, 2.832], [-1.927, 2.324, 4.341], [-1.044, 1.050, 5.193], [-0.037, 3.949, 4.879], [-0.863, 3.321, 6.318], [0.726, 2.674, 5.861]], "atomic_forces_ev_per_a": [[0.6669, 1.9133, 0.5225], [6.4678, -1.1862, -2.0950], [-4.4217, 0.6999, 1.5493], [-6.8649, 0.4325, 1.8253], [4.6710, -0.4841, -1.0344], [-0.8557, -0.7999, -2.6143], [-0.0650, 0.2035, 0.0766], [-0.0345, -0.2944, 0.2357], [-0.3510, 2.5634, 1.0171], [0.2810, -0.6482, -0.4505], [1.6583, 2.5696, 1.1218], [-0.5590, -0.6101, -0.2574], [0.4582, 0.3356, 0.2275], [-0.7374, -4.0128, -0.6285], [0.1980, 0.3571, 0.0039], [-0.2355, -0.0428, 0.2249], [0.0852, 0.3430, 0.3604], [0.1094, 0.4451, -0.0938], [0.1589, -0.1562, 0.0036], [0.1387, -0.0217, -0.1140], [-0.2922, -0.0654, -0.0515], [-0.0786, 0.0676, -0.1376], [0.2082, -0.7952, -0.1886], [-0.2004, 0.0228, 0.1270], [0.0570, 0.0619, 0.0270], [-0.0719, 0.0656, 0.2941], [-0.8108, -0.6648, -0.0904], [0.2319, 0.0516, 0.1975], [0.0720, 0.0144, 0.0786], [0.2898, -0.0377, -0.0395], [-0.2285, -0.4377, -0.0682], [-0.1650, 0.0276, 0.0379], [0.2134, 0.3187, -0.2042], [0.2431, -0.0529, -0.1804], [0.3017, -0.4090, 0.1219], [-0.1977, -0.0784, -0.0542], [0.0971, 0.0597, 0.3086], [-0.0377, 0.1536, -0.1866], [-0.2139, -0.2786, 0.0236], [0.0020, 0.2082, -0.1554], [-0.0170, 0.0126, 0.3468], [0.1086, -0.0900, -0.1367], [-0.1644, -0.0655, 0.0080], [0.0689, 0.0895, 0.2674], [0.2218, 0.0074, -0.1865], [-0.2282, 0.1605, -0.0874], [0.2713, 0.0647, 0.0261], [0.1223, -0.1334, -0.0673], [-0.2552, -0.3313, -0.6521], [0.0508, -0.2710, 0.0801], [-0.2755, 0.2452, 0.0398], [-0.0811, 0.1767, 0.0140], [-0.1716, -0.3907, -0.6457], [-0.1598, 0.1033, 0.1158], [0.2190, 0.2250, 0.0022], [0.2723, 0.1593, 0.0261], [0.1040, 0.0094, 0.3039], [-0.1042, 0.3265, -0.2230], [-0.1646, -0.3088, -0.1912], [0.1036, 0.1487, 0.0336], [-0.0907, -0.3306, -0.0240], [0.1632, 0.1683, -0.1806], [-0.1010, 0.0711, 0.2859], [-0.2132, -0.0660, 0.2634], [-0.0934, -0.1258, 0.0383], [-0.1653, -0.0309, -0.1336], [0.2634, 0.1779, 0.0268], [0.0044, 0.3056, -0.2680], [0.0216, -0.3369, 0.0439], [-0.4688, -0.5537, 0.2505], [0.0304, 0.6091, 0.1074], [1.7963, -0.2925, -0.1189], [-1.1135, 2.1284, -0.0214], [0.3467, -0.3329, 1.2190], [0.3187, -1.3849, -0.0098], [-0.1293, 0.0639, 0.3580], [0.2808, 0.1210, 0.1370], [0.1283, -0.0151, -0.0020], [0.1137, 0.0011, -0.1171], [-0.0738, 0.1001, 0.0941], [-0.0728, -0.2459, -0.2111], [-0.1881, 0.0640, -0.1676], [-0.5900, -0.1274, -0.0891], [-0.1947, -0.1131, 0.1275], [0.1827, -0.0936, -0.1426], [-0.1301, 0.2314, -0.2094], [-0.0571, -0.0855, 0.1619], [0.0865, -0.0375, -0.1780], [-0.1641, 0.1539, -0.0551]]}

---

Q: Number 1 is which compound?
A: C3H4F2O